# C28H54P2RuSi

A structure of composition C28H54P2RuSi at a distorted geometry (ωB97M-V/def2-TZVPD, the Open Molecules 2025 dataset).

The geometry in XYZ format:
```
86
Properties=species:S:1:pos:R:3:forces:R:3
Ru -0.120639 0.227277 -0.810743 -1.213 -0.014 4.643
C -2.130231 0.819845 0.415777 -0.932 -1.630 1.381
C -2.901602 -0.457998 0.282305 0.693 2.150 0.206
C -2.302995 -0.349072 2.501636 -0.814 -1.060 -1.081
C -1.941656 0.869168 1.909315 -0.787 0.109 -1.489
C -2.912110 -1.161408 1.497114 0.637 0.873 1.697
C -2.794674 2.089774 -0.071693 -0.255 0.319 -0.132
H -3.242115 2.020601 -1.063877 0.139 0.060 0.301
H -2.063789 2.898822 -0.087756 -0.181 0.142 -0.114
H -3.610952 2.366544 0.610447 0.157 0.055 -0.066
C -1.869961 2.133422 2.665253 0.456 0.678 0.181
H -1.622870 2.979967 2.003850 -0.159 -0.375 0.419
H -1.109617 2.076239 3.456974 -0.401 0.020 -0.290
H -2.826777 2.361418 3.187139 0.401 -0.263 -0.401
C -2.301301 -0.651408 3.955159 0.232 -0.190 0.384
H -3.239911 -0.313161 4.419021 0.174 -0.085 -0.054
H -1.471211 -0.157707 4.478192 -0.318 -0.106 -0.165
H -2.214324 -1.732731 4.132921 -0.071 0.270 0.009
C -3.703465 -2.380256 1.799899 -0.093 -0.475 -0.078
H -4.577122 -2.137691 2.430560 0.314 -0.070 -0.212
H -3.107083 -3.121675 2.348948 -0.161 0.070 -0.072
H -4.071492 -2.848291 0.881003 0.021 -0.007 0.219
C -3.888464 -0.712998 -0.782475 -0.223 -0.221 -0.671
H -4.915228 -0.566384 -0.380181 0.544 -0.197 -0.166
H -3.807594 -1.745422 -1.164514 -0.225 0.311 0.086
H -3.759336 -0.016094 -1.616336 -0.215 -0.379 0.205
C 2.253867 0.660692 -2.977252 2.467 -0.142 -0.495
C 1.009229 1.222591 -3.460082 0.122 1.214 -2.077
C 0.399582 0.753527 -4.751254 -0.111 0.433 0.419
C 0.051949 -0.748771 -4.680477 -0.302 0.645 0.228
C 0.020867 -1.281704 -3.243509 0.736 -1.965 -0.720
C 1.108604 -1.823177 -2.613540 -1.010 -1.553 -2.906
C 2.402581 -1.897185 -3.403476 0.152 0.221 0.151
C 2.899156 -0.497123 -3.776361 0.397 0.147 0.120
H 1.030751 1.017180 -5.609571 0.082 -0.251 0.013
H 0.709694 -1.308582 -5.349520 0.169 -0.240 0.441
H -0.511813 1.330445 -4.892269 -0.053 0.044 -0.128
H 2.732096 -0.318018 -4.840959 -0.061 0.129 0.112
H 2.960091 1.503283 -3.089447 0.201 -0.357 -0.100
H 0.971426 2.303944 -3.309066 -0.478 -0.241 0.134
H 3.995456 -0.446129 -3.668684 -0.367 0.021 0.118
H 3.184379 -2.456597 -2.874218 -0.278 0.136 0.082
H 0.957582 -2.738451 -2.037309 -0.104 0.890 0.404
H 2.214112 -2.471613 -4.327875 0.006 0.105 0.346
H -0.947666 -0.879206 -5.102778 0.045 -0.065 0.113
H -0.986287 -1.558267 -2.926772 0.423 0.228 0.176
P 2.113644 0.579742 -1.148551 -1.969 0.384 -0.951
P 0.420112 -1.966763 0.144197 -1.351 0.828 0.888
C 3.124589 -0.768962 -0.493434 0.884 -0.645 -0.224
C 2.291411 -1.990379 0.058891 0.682 -1.075 -0.051
H 3.755723 -0.368824 0.286523 -0.021 0.045 0.637
H 3.896316 -1.083316 -1.237590 -0.888 0.126 0.246
H 2.566495 -2.947826 -0.409071 0.409 0.410 -0.036
H 2.586849 -2.084287 1.112988 -0.184 -0.214 -0.312
C 0.180893 -2.784264 1.789662 0.331 0.084 -0.039
H -0.817342 -2.545581 2.183452 0.383 -0.092 -0.125
H 0.952205 -2.491018 2.511457 -0.296 -0.027 -0.100
H 0.248402 -3.870637 1.608042 -0.029 0.306 0.217
C -0.895263 -3.027593 -0.676228 1.168 -0.821 -0.325
H -0.409471 -3.866928 -1.183429 -0.561 -0.190 -0.084
H -1.487922 -2.439027 -1.373501 0.223 -0.122 0.038
H -1.562829 -3.414710 0.098279 0.271 0.104 0.011
C 2.254174 2.407855 -0.882211 0.447 0.468 0.418
H 1.234379 2.765738 -0.616284 0.795 -0.346 -0.002
H 2.532244 2.889188 -1.835933 -0.018 -0.286 0.466
H 2.976839 2.744975 -0.128238 -0.260 -0.174 -0.028
C -1.310500 1.035878 -2.195435 -0.753 -0.083 -2.381
H -2.395986 0.907321 -2.168251 0.477 0.085 0.392
H -1.079690 0.572343 -3.152523 -0.283 0.753 0.164
H -1.057732 2.095091 -2.226097 -0.254 0.224 -0.147
C 0.800794 1.368857 4.634244 0.011 0.141 -0.222
Si 1.450389 1.633852 2.826044 -0.209 -0.853 -0.005
C 1.243318 3.438206 2.406588 0.127 0.248 0.140
C 3.265054 1.298384 3.195810 -0.020 0.141 -0.295
C 0.828604 0.398686 1.442001 0.417 -0.093 1.203
H 1.658539 1.613794 5.289406 -0.389 -0.175 -0.242
H 0.504635 0.326891 4.843069 0.166 0.381 -0.042
H -0.019189 2.042784 4.932917 0.292 -0.327 -0.002
H 1.999188 3.967618 3.000670 -0.157 0.147 -0.162
H 1.418256 3.646540 1.348001 -0.024 0.069 0.226
H 0.261300 3.829697 2.686384 0.207 0.003 -0.066
H 3.394249 0.312321 3.664325 0.005 0.223 -0.148
H 3.896844 1.366022 2.304701 0.156 -0.013 0.154
H 3.568347 2.068647 3.921542 0.155 -0.260 -0.238
H -0.006992 -0.179909 1.920265 0.761 0.572 -0.360
H 1.669993 -0.338023 1.453800 -0.463 0.670 0.216
```
Forces are in eV/Å.

Its total charge is +1. Its multiplicity is 6. The value obtained for the energy relative to the best compared isomer or geometry (same formula, charge and spin) is 2.0474 eV. The calculation puts the HOMO energy (spin up / spin down) at -8.85 / -10.63 eV. The expectation value of S² is 8.79. The LUMO energy (spin up / spin down) is -2.45 / -4.18 eV. Its total energy is -2165.7807 a.u. The maximum force is 0.09332 hartree/bohr.

And the Mulliken charges, in e, turn out to be:
1 Ru -0.164
2 C 1.567
3 C 1.158
4 C 1.485
5 C -0.658
6 C 1.401
7 C -2.535
8 H 0.628
9 H 0.442
10 H 0.399
11 C -1.029
12 H 0.353
13 H -0.358
14 H 0.327
15 C -1.751
16 H 0.383
17 H 0.223
18 H 0.335
19 C -2.128
20 H 0.416
21 H 0.344
22 H 0.435
23 C -2.050
24 H 0.367
25 H 0.448
26 H 0.527
27 C 0.101
28 C -0.756
29 C -1.286
30 C -0.742
31 C -0.120
32 C -0.225
33 C -1.535
34 C -1.498
35 H 0.389
36 H 0.299
37 H 0.447
38 H 0.404
39 H 0.955
40 H 0.463
41 H 0.426
42 H 0.338
43 H 0.663
44 H 0.585
45 H 0.395
46 H 0.444
47 P 1.064
48 P 1.537
49 C -0.846
50 C -1.360
51 H 0.596
52 H 0.727
53 H 0.522
54 H 0.576
55 C -1.083
56 H -0.008
57 H 0.392
58 H 0.453
59 C -1.092
60 H 0.480
61 H -0.201
62 H 0.673
63 C -1.105
64 H 0.042
65 H 0.599
66 H 0.415
67 C -1.200
68 H 0.390
69 H -0.228
70 H 0.238
71 C -1.400
72 Si -0.387
73 C -1.003
74 C -1.331
75 C 0.033
76 H 0.494
77 H 0.322
78 H 0.474
79 H 0.462
80 H 0.324
81 H 0.347
82 H 0.297
83 H 0.302
84 H 0.429
85 H -0.087
86 H -0.169